Here is a structure of composition C56H49AsCoGeN9O4SSe from the Open Molecules 2025 dataset. Energies are from ωB97M-V/def2-TZVPD.

XYZ file:
```
123
Properties=species:S:1:pos:R:3:forces:R:3
Co -0.423419 0.081379 -0.750387 -0.07 0.10 -0.16
Se -1.540717 7.368849 -2.250144 0.00 -0.01 0.01
N -0.838245 6.500850 -0.871802 0.01 0.02 -0.01
C -0.867935 5.226950 -1.165808 -0.01 -0.02 -0.01
C -0.380005 4.184602 -0.271686 0.01 0.01 -0.02
C 0.236956 4.429933 0.956117 -0.01 0.01 0.01
C 0.673297 3.358188 1.706771 0.00 0.00 -0.01
C 0.460422 2.065286 1.244410 0.04 0.05 -0.06
N -0.155774 1.820069 0.090003 -0.02 -0.04 0.03
C -0.538125 2.863574 -0.675299 0.04 0.00 -0.03
C -1.073853 2.518033 -1.977917 0.05 0.00 -0.01
N -1.074452 1.200607 -2.276269 0.00 -0.04 0.02
C -1.562072 0.829033 -3.459866 0.00 0.00 -0.01
C -2.012772 1.741738 -4.405467 0.00 -0.01 0.01
C -1.982403 3.089520 -4.115573 -0.02 0.02 0.00
C -1.509497 3.494916 -2.867842 0.02 0.00 -0.01
C -1.429756 4.886010 -2.441666 0.00 -0.01 0.01
N -1.848471 5.886077 -3.172558 0.01 0.01 0.00
H 0.372986 5.451169 1.288329 0.01 0.00 0.00
H 1.181685 3.500208 2.649864 0.00 0.00 0.00
H 0.801179 1.211973 1.812411 0.02 0.03 -0.02
H -1.596644 -0.229208 -3.669797 0.01 -0.01 0.00
H -2.379756 1.379713 -5.355607 0.00 0.00 0.00
H -2.318459 3.833456 -4.826620 0.00 0.00 0.00
N 1.660282 -2.842118 -5.844455 0.03 0.06 0.02
C 1.053977 -2.862613 -4.870208 -0.06 -0.11 -0.03
C 0.296397 -2.889067 -3.650311 0.02 0.06 0.03
C -0.291434 -4.055496 -3.162387 0.00 -0.01 -0.02
C -0.980019 -3.979172 -1.968839 0.01 -0.02 0.02
C -1.066626 -2.764434 -1.310954 0.03 -0.03 0.02
N -0.506059 -1.639899 -1.772148 -0.02 0.01 0.00
C 0.170321 -1.715286 -2.929111 -0.02 0.00 -0.02
H -0.200539 -4.985286 -3.708285 0.00 0.00 0.00
H -1.449933 -4.849489 -1.534205 0.00 0.00 0.01
H -1.614620 -2.688197 -0.386486 0.03 -0.03 0.04
H 0.637012 -0.812546 -3.293094 -0.02 0.01 -0.02
C -4.922226 4.034733 -1.559428 0.00 -0.01 -0.02
C -4.124158 4.056142 -0.421977 -0.01 -0.02 0.02
C -3.510697 2.893081 0.016611 -0.02 0.02 0.00
C -3.680411 1.702430 -0.692359 -0.02 -0.03 -0.01
C -4.494492 1.677938 -1.818702 0.00 0.00 -0.01
C -5.114742 2.845540 -2.247373 -0.01 0.02 0.01
As -2.743813 0.149666 -0.006950 -0.03 0.09 -0.05
C -3.708884 -1.429443 -0.543058 -0.05 0.03 0.01
C -3.934628 -1.694500 -1.893230 -0.02 -0.01 -0.02
C -4.562045 -2.869943 -2.277656 0.01 0.00 0.00
C -4.942626 -3.800539 -1.319085 -0.01 0.01 0.00
C -4.698286 -3.551199 0.024471 0.02 0.00 0.01
C -4.083982 -2.367969 0.416765 0.00 -0.02 -0.02
C -3.153058 0.380603 1.862595 -0.01 -0.02 -0.01
C -2.210256 0.777153 2.802881 0.06 -0.01 0.00
C -2.601496 1.056360 4.107444 0.01 0.00 -0.01
C -3.934996 0.944876 4.467630 0.00 0.00 0.00
C -4.883009 0.566484 3.522711 0.00 0.01 0.00
C -4.499194 0.294752 2.219818 0.01 -0.02 0.03
H -5.414486 4.938177 -1.894224 0.00 0.00 0.00
H -3.999257 4.973262 0.139796 0.00 0.01 0.00
H -2.921507 2.915211 0.927131 -0.02 -0.01 0.00
H -4.691879 0.758817 -2.352309 0.02 0.01 0.01
H -5.765276 2.818404 -3.111804 0.00 0.00 0.00
H -3.621705 -0.995437 -2.658708 0.00 0.02 0.01
H -4.757658 -3.058184 -3.325250 0.00 -0.01 0.00
H -5.439217 -4.713791 -1.618746 0.00 0.00 0.00
H -5.002691 -4.270069 0.774085 -0.01 0.00 0.00
H -3.915961 -2.180502 1.469851 0.00 0.01 0.01
H -1.171916 0.908070 2.528392 -0.10 -0.08 0.05
H -1.863369 1.371770 4.833268 0.00 0.00 0.01
H -4.243126 1.165791 5.480681 0.00 0.00 0.00
H -5.926273 0.494686 3.799317 0.00 0.00 0.00
H -5.251237 0.025871 1.487484 0.00 0.00 0.00
C 6.960856 2.236438 1.625474 0.00 0.00 -0.01
C 6.730847 0.743049 1.794339 0.00 -0.01 -0.06
S 5.360685 0.130282 0.843929 0.04 -0.10 0.06
O 5.051820 -1.218136 1.272299 -0.02 0.02 -0.05
O 4.273502 1.091876 0.848405 0.00 0.01 0.05
C 5.968771 0.035653 -0.831430 0.00 0.13 0.01
C 4.986961 -0.708293 -1.727190 0.01 -0.02 0.00
N 3.644996 -0.098501 -1.756712 -0.01 -0.04 0.03
C 2.539478 -0.630764 -1.195566 -0.02 0.00 -0.08
N 1.506840 0.215439 -1.306026 0.12 0.02 0.09
C 1.978911 1.329227 -1.952449 -0.02 -0.01 0.04
C 3.285334 1.141044 -2.226492 -0.03 0.00 -0.11
N 4.135083 2.059051 -2.945097 0.07 0.11 0.21
O 5.267146 1.699823 -3.194938 -0.04 -0.02 -0.11
O 3.638189 3.126411 -3.219809 -0.02 -0.05 -0.07
C 2.501828 -2.000032 -0.623530 0.01 -0.01 -0.01
H 7.830328 2.528738 2.211531 -0.01 0.01 0.00
H 6.100936 2.807096 1.968328 -0.01 0.00 0.00
H 7.158513 2.501307 0.586649 0.03 0.00 0.01
H 6.484064 0.454957 2.818452 -0.02 0.05 0.02
H 7.594709 0.146706 1.495002 -0.03 -0.04 0.00
H 6.916190 -0.503478 -0.829596 -0.01 -0.04 0.05
H 6.143991 1.055070 -1.170922 0.03 -0.05 -0.02
H 4.859431 -1.726485 -1.369737 0.01 0.00 -0.01
H 5.378107 -0.736569 -2.740222 0.00 0.01 -0.01
H 1.388718 2.186051 -2.212434 -0.01 0.03 0.01
H 2.806248 -2.734093 -1.373464 0.00 0.00 0.01
H 1.492876 -2.247948 -0.311529 0.02 0.01 0.04
H 3.181479 -2.087457 0.226074 0.00 0.02 0.01
Ge -0.270198 -1.778048 2.085880 -0.06 0.04 0.01
C 0.205259 -3.624401 1.788330 0.05 -0.03 -0.01
C -0.762015 -4.599775 1.532222 -0.03 0.05 -0.06
C -0.402559 -5.937176 1.502635 0.00 -0.01 0.00
C 0.919872 -6.303827 1.725030 -0.01 -0.01 0.00
C 1.882364 -5.340531 1.999659 0.00 0.02 0.01
C 1.527379 -4.001117 2.049699 0.00 0.00 -0.01
C 0.907213 -0.873464 3.316617 -0.09 -0.03 0.11
C 0.462878 -0.846490 4.642287 0.04 0.05 0.00
C 1.269707 -0.303747 5.630862 0.00 -0.01 0.00
C 2.511406 0.222651 5.298518 -0.01 0.00 0.00
C 2.952818 0.195085 3.982567 0.02 -0.01 0.00
C 2.158311 -0.356021 2.987800 0.04 -0.04 -0.02
H -0.090020 -0.735650 0.580122 0.08 -0.09 0.05
H -1.801357 -4.323070 1.385744 0.00 0.01 -0.02
H -1.152025 -6.698002 1.327414 0.00 0.01 0.00
H 1.196953 -7.349577 1.708647 0.00 0.00 0.00
H 2.903883 -5.635308 2.199447 0.00 0.01 0.00
H 2.275094 -3.259457 2.307922 0.01 -0.01 0.00
H -0.506677 -1.250545 4.914760 0.00 0.00 -0.01
H 0.931983 -0.294133 6.658486 0.00 0.00 0.00
H 3.138480 0.648535 6.070352 0.00 0.00 0.00
H 3.923510 0.596880 3.726125 0.00 0.01 -0.02
H 2.536526 -0.376839 1.972350 0.00 0.02 -0.03
```
Forces are in eV/Å.

Summary:
Charge: +3
Frontier orbital gap (alpha / beta), eV: 6.54 / 6.52
Total energy, eV: -311605.303
Energy above the lowest of the compared OMol25 structures with the same formula, charge and spin, kJ/mol: 0.0
2S+1: 2

Löwdin population analysis, charges in e, atoms 1 to 5: Co 0.298; Se 1.246; N -0.195; C -0.344; C -0.064